Here is a 10-piece molecular cluster, C15H50N10O10 overall at a distorted geometry from the OMol25 dataset. Energies are from ωB97M-V/def2-TZVPD.

```
85
Properties=species:S:1:pos:R:3:forces:R:3
C -1.7520 1.7260 -3.8991 -0.82 0.58 0.46
C -1.1783 0.3266 -3.8687 0.56 0.13 -1.07
O -0.0762 0.2630 -4.8180 -0.37 -0.09 0.45
H -2.3276 1.9282 -4.8044 0.42 -0.24 -0.32
H -0.9909 2.5016 -3.8021 0.13 -0.13 0.01
H -2.5065 1.9380 -3.1319 0.27 -0.36 0.33
H -1.9234 -0.3798 -4.2295 0.00 -0.17 0.13
H -0.7532 -0.0120 -2.9235 -0.43 0.31 0.25
H 0.6093 0.7652 -4.3631 0.30 -0.03 -0.23
C 1.8278 4.3816 2.1955 -0.09 -0.26 -0.44
C 1.1171 3.0486 2.2700 -0.38 0.06 0.56
O 1.8024 2.1387 3.1315 0.01 -0.02 -0.11
H 2.8734 4.2154 1.9329 -0.04 0.08 -0.17
H 1.8068 4.9862 3.1012 -0.19 -0.21 0.14
H 1.3118 4.9137 1.3919 0.32 0.34 0.02
H 1.0010 2.6366 1.2618 0.24 -0.08 0.00
H 0.1014 3.1835 2.6655 -0.01 0.13 -0.10
H 1.1408 1.5444 3.5043 0.05 0.19 -0.09
C -1.4799 4.2654 -0.9216 -1.60 0.80 0.46
C -1.8192 5.2285 0.2208 0.73 -0.10 -0.81
O -0.8225 6.2555 0.1889 0.25 -0.27 0.53
H -1.6393 4.8177 -1.8462 0.60 -0.24 -0.27
H -2.2616 3.5009 -0.8859 0.26 -0.25 -0.15
H -0.4974 3.8299 -0.7782 0.12 0.05 -0.27
H -1.8202 4.5953 1.1143 0.02 0.61 0.45
H -2.7636 5.7570 0.0745 -0.36 -0.62 0.07
H -0.9490 6.8323 0.9482 0.02 0.03 -0.02
C 4.4419 -2.7974 1.9011 -0.23 0.50 -1.27
C 3.2700 -2.0272 1.3367 -0.87 0.80 -0.25
O 2.7139 -1.1872 2.3749 -0.01 -0.12 0.05
H 5.0407 -3.1418 1.0543 -0.02 -0.23 0.08
H 4.0825 -3.6557 2.4593 0.30 0.11 0.44
H 5.0677 -2.0809 2.4298 -0.02 -0.31 0.50
H 2.4629 -2.6569 0.9400 0.21 -0.40 0.24
H 3.4790 -1.3570 0.4978 0.72 -0.29 -0.01
H 1.8660 -0.8840 2.0316 -0.14 -0.01 0.28
C -0.7161 0.6029 -0.0553 0.01 1.41 0.32
C -1.4214 -0.7204 -0.2675 1.01 0.63 0.91
O -0.4320 -1.7241 -0.0724 -0.19 -0.83 -0.82
H -0.5161 0.7399 1.0119 0.00 -0.13 -0.02
H -1.2250 1.5222 -0.3739 -0.51 -0.43 0.02
H 0.2502 0.7051 -0.5551 0.04 -0.60 -0.15
H -1.8393 -0.7784 -1.2690 0.26 -0.20 -0.10
H -2.2257 -0.8580 0.4646 -0.13 0.13 -0.14
H -0.1976 -1.8101 0.8596 -0.31 0.29 0.14
C 2.6901 -1.2604 -2.8324 0.14 0.02 1.10
O 3.5491 -1.1941 -1.9665 0.40 -0.01 -0.51
N 2.9127 -1.1936 -4.1681 0.08 -0.06 -0.88
N 1.3794 -1.3915 -2.4988 -0.90 -0.09 0.10
H 3.8200 -1.0038 -4.5468 0.16 -0.06 0.32
H 2.1386 -1.1573 -4.8055 -0.12 0.10 -0.01
H 1.1227 -1.4197 -1.5248 0.20 -0.15 0.10
H 0.6969 -1.7707 -3.1311 0.14 0.09 -0.20
C 3.6070 1.7381 -0.6642 0.65 0.62 0.01
O 2.5677 1.4194 -1.2151 -0.22 0.02 0.12
N 4.6404 2.3540 -1.3229 -0.49 -0.24 0.53
N 3.8294 1.5651 0.6783 -1.11 -0.43 -1.14
H 5.4677 2.5338 -0.7892 0.32 0.16 -0.55
H 4.5392 2.5085 -2.3059 0.28 0.05 -0.04
H 3.0611 1.0461 1.0687 0.41 0.07 0.97
H 4.6221 1.8982 1.1862 -0.04 -0.14 0.18
C -4.5874 -2.8944 -2.2523 -0.19 0.45 -0.47
O -5.1695 -1.8228 -2.3033 -0.32 -0.25 0.24
N -5.1134 -4.0774 -2.6728 0.26 -0.50 0.06
N -3.3159 -2.9711 -1.7529 -0.57 0.22 0.25
H -4.5140 -4.8812 -2.7154 -0.20 -0.13 0.04
H -6.0538 -4.1640 -3.0052 -0.01 0.31 -0.10
H -2.6966 -3.7161 -2.0120 0.32 0.18 0.22
H -3.0167 -2.0467 -1.4821 0.61 -0.50 -0.17
C -0.5049 -0.7788 3.9779 0.25 1.43 -0.54
O -0.1962 -1.1133 2.8400 -0.33 -0.68 -0.12
N 0.3786 -0.0232 4.7101 -0.05 -0.30 0.01
N -1.7668 -0.8881 4.4682 0.40 -0.25 -0.09
H 1.3289 -0.0679 4.3690 0.12 -0.29 0.31
H 0.2225 0.1774 5.6820 0.12 -0.04 0.03
H -2.3850 -1.4453 3.9041 -0.22 -0.07 0.31
H -1.9385 -0.7269 5.4430 -0.28 -0.17 -0.01
C -2.6029 -4.9213 1.8616 -0.02 0.85 -0.42
O -1.8394 -5.7305 2.3433 -0.13 -0.18 0.14
N -2.4145 -3.5635 1.9556 0.50 -0.15 0.97
N -3.7084 -5.2164 1.1302 -0.43 -0.79 -0.32
H -1.6150 -3.3053 2.5090 0.09 0.34 -0.30
H -2.9281 -2.8809 1.4333 0.09 -0.03 -0.16
H -4.3712 -4.5120 0.8686 -0.03 0.00 -0.03
H -3.9687 -6.1812 1.0408 -0.02 0.00 0.04
```
Forces are in eV/Å.

Computed properties:
SMILES: NC(N)=O.NC(N)=O.NC(N)=O.NC(N)=O.NC(N)=O.CCO.CCO.CCO.CCO.CCO
Electronic energy: -1901.6208 Eh
Relative energy (zero: lowest compared OMol25 entry of this formula, charge and spin): 0.0 kcal/mol
LUMO level: 0.00933 Ha

Here is a 10-piece molecular cluster, C15H50O10 overall at a distorted geometry from the OMol25 dataset. Energies are from ωB97M-V/def2-TZVPD.

```
75
Properties=species:S:1:pos:R:3:forces:R:3
O -3.6735 9.4713 -30.3855 0.44 0.10 -0.15
H -3.9663 10.0439 -31.1091 -0.16 -0.09 0.01
H -2.7128 9.3367 -30.5472 -0.34 0.12 0.15
O -2.8530 10.7404 -27.8901 -0.17 0.25 -0.11
H -3.3979 10.5385 -28.6687 0.24 -0.23 -0.28
H -2.0919 10.1531 -27.9788 -0.04 -0.02 0.04
O -5.5905 10.9107 -26.7703 -0.13 0.05 -0.14
H -5.5124 11.2805 -25.8866 0.09 0.01 -0.03
H -4.6958 10.9137 -27.1377 0.05 -0.07 0.36
O -3.5862 6.8600 -28.3927 0.09 0.01 0.00
H -3.4313 7.7454 -28.7400 -0.12 0.00 -0.04
H -4.3000 6.5168 -28.9378 -0.01 0.02 0.00
O -0.9011 9.4728 -30.1662 0.17 0.25 0.09
H -0.4911 10.3098 -29.8665 -0.13 -0.08 0.03
H -0.1697 8.8590 -30.2769 -0.06 -0.08 0.00
C -2.9326 11.8732 -23.2946 0.06 0.90 -0.61
C -2.0885 10.9679 -24.1842 -1.18 0.86 0.19
C -0.6739 11.4500 -24.1395 2.25 -1.04 -0.13
O -2.2668 9.6212 -23.7727 0.88 -0.26 0.07
H -2.6195 11.8327 -22.2533 -0.23 -0.39 0.10
H -3.9992 11.6940 -23.4466 -0.03 -0.18 0.40
H -2.7618 12.9158 -23.5953 -0.09 -0.10 -0.06
H -2.4468 11.0691 -25.2173 0.08 0.06 0.02
H -0.0081 10.8566 -24.7869 -0.41 0.01 -0.20
H -0.1365 11.3450 -23.1873 -0.72 0.02 0.30
H -0.5123 12.4789 -24.4538 -0.60 0.09 -0.10
H -3.1921 9.3884 -23.8832 -0.03 0.05 -0.07
C -4.0146 14.3528 -26.5115 -0.38 0.14 -0.18
C -2.5575 14.5683 -26.8721 0.13 -0.11 -0.25
C -1.7900 15.3443 -25.8343 -0.32 -0.01 0.84
O -1.8963 13.3080 -26.9779 0.45 -0.10 -0.27
H -4.5996 14.0252 -27.3758 0.10 -0.10 0.01
H -4.4896 15.2699 -26.1541 0.10 -0.01 0.05
H -4.1015 13.5813 -25.7448 0.08 0.09 0.10
H -2.4820 15.1132 -27.8242 -0.07 -0.13 -0.02
H -0.7184 15.2969 -26.0113 0.03 0.14 -0.15
H -1.9779 14.9156 -24.8420 0.10 -0.09 -0.10
H -2.1358 16.3766 -25.7655 0.14 0.05 -0.23
H -2.3456 12.7132 -27.5956 -0.24 -0.06 0.16
C -7.7359 12.5998 -31.8964 0.07 1.02 0.75
C -6.3460 12.1941 -31.4512 -0.05 -1.20 0.04
C -6.3799 11.5815 -30.0701 -1.26 -0.52 0.29
O -5.8185 11.2123 -32.3729 0.49 0.43 0.02
H -8.4530 11.7928 -31.7508 0.09 -0.20 -0.42
H -7.7164 13.0106 -32.9018 -0.17 -0.26 -0.16
H -8.0945 13.4002 -31.2328 0.06 -0.03 -0.14
H -5.6652 13.0436 -31.4252 0.14 0.00 -0.48
H -5.5460 10.9401 -29.7976 0.50 0.64 0.05
H -7.2107 10.8572 -30.0275 -0.07 0.21 -0.08
H -6.6400 12.3425 -29.3345 0.40 -0.14 0.27
H -6.3192 10.3993 -32.2458 -0.09 0.03 -0.01
C -2.2038 11.3379 -33.4498 -0.15 -0.23 0.78
C -2.4417 12.7365 -32.8796 1.34 -0.38 -0.87
C -2.0086 12.8682 -31.4459 -0.14 0.29 0.81
O -1.6310 13.6236 -33.6989 -0.69 0.20 0.34
H -1.1270 11.1426 -33.4497 0.00 0.06 -0.01
H -2.5642 11.2235 -34.4665 -0.16 0.09 -0.04
H -2.6411 10.5687 -32.8021 -0.11 0.05 -0.26
H -3.4770 13.0541 -32.9663 -0.05 0.05 -0.30
H -2.0945 13.9199 -31.1547 -0.04 -0.08 0.07
H -0.9770 12.5713 -31.2393 0.02 -0.12 -0.36
H -2.6209 12.2768 -30.7570 -0.10 0.01 -0.12
H -0.7165 13.4411 -33.4589 0.01 0.03 -0.07
C 2.0062 11.6015 -30.4533 0.80 -1.06 -0.26
C 1.5300 12.3925 -29.2742 -0.97 0.30 0.07
C 1.3747 13.8814 -29.5459 0.13 0.00 0.09
O 0.2217 11.8337 -28.9592 0.32 0.17 0.10
H 3.0566 11.7530 -30.7159 -0.05 0.34 0.25
H 1.4506 11.7308 -31.3835 -0.33 0.24 0.23
H 1.9522 10.5415 -30.1755 -0.07 0.06 -0.16
H 2.1570 12.2279 -28.3948 0.25 -0.05 -0.18
H 1.2545 14.4361 -28.6151 -0.07 0.03 0.02
H 0.4849 14.0391 -30.1544 0.04 0.05 -0.10
H 2.2417 14.2906 -30.0674 0.01 -0.04 0.02
H -0.1575 12.3450 -28.2287 -0.15 -0.03 -0.02
```
Forces are in eV/Å.

Computed properties:
SMILES: CC(C)O.CC(C)O.CC(C)O.CC(C)O.CC(C)O.O.O.O.O.O
Electronic energy: -1353.9016 Eh
Relative energy (zero: lowest compared OMol25 entry of this formula, charge and spin): 11.0 kcal/mol
LUMO level: 0.01397 Ha